{
  "formula": "C120H100N20O40",
  "method": "ωB97M-V with the def2-TZVPD basis set",
  "species": ["C", "C", "C", "C", "C", "C", "N", "O", "O", "H", "H", "H", "H", "H", "C", "C", "C", "C", "C", "C", "N", "O", "O", "H", "H", "H", "H", "H", "C", "C", "C", "C", "C", "C", "N", "O", "O", "H", "H", "H", "H", "H", "C", "C", "C", "C", "C", "C", "N", "O", "O", "H", "H", "H", "H", "H", "C", "C", "C", "C", "C", "C", "N", "O", "O", "H", "H", "H", "H", "H", "C", "C", "C", "C", "C", "C", "N", "O", "O", "H", "H", "H", "H", "H", "C", "C", "C", "C", "C", "C", "N", "O", "O", "H", "H", "H", "H", "H", "C", "C", "C", "C", "C", "C", "N", "O", "O", "H", "H", "H", "H", "H", "C", "C", "C", "C", "C", "C", "N", "O", "O", "H", "H", "H", "H", "H", "C", "C", "C", "C", "C", "C", "N", "O", "O", "H", "H", "H", "H", "H", "C", "C", "C", "C", "C", "C", "N", "O", "O", "H", "H", "H", "H", "H", "C", "C", "C", "C", "C", "C", "N", "O", "O", "H", "H", "H", "H", "H", "C", "C", "C", "C", "C", "C", "N", "O", "O", "H", "H", "H", "H", "H", "C", "C", "C", "C", "C", "C", "N", "O", "O", "H", "H", "H", "H", "H", "C", "C", "C", "C", "C", "C", "N", "O", "O", "H", "H", "H", "H", "H", "C", "C", "C", "C", "C", "C", "N", "O", "O", "H", "H", "H", "H", "H", "C", "C", "C", "C", "C", "C", "N", "O", "O", "H", "H", "H", "H", "H", "C", "C", "C", "C", "C", "C", "N", "O", "O", "H", "H", "H", "H", "H", "C", "C", "C", "C", "C", "C", "N", "O", "O", "H", "H", "H", "H", "H", "C", "C", "C", "C", "C", "C", "N", "O", "O", "H", "H", "H", "H", "H"],
  "xyz": [[3.687, 8.328, -5.418], [3.283, 9.264, -4.416], [2.633, 8.751, -3.280], [2.479, 7.365, -3.107], [2.751, 6.532, -4.198], [3.429, 7.006, -5.302], [1.946, 6.728, -1.841], [1.580, 5.594, -1.750], [1.825, 7.588, -0.976], [4.068, 8.739, -6.341], [3.585, 10.294, -4.537], [2.300, 9.482, -2.558], [2.604, 5.465, -4.118], [3.630, 6.268, -6.065], [3.950, -8.204, -1.126], [3.574, -7.374, -2.171], [2.862, -6.231, -1.876], [2.523, -5.889, -0.558], [2.972, -6.756, 0.447], [3.684, -7.909, 0.177], [1.767, -4.650, -0.224], [1.674, -3.789, -1.073], [1.351, -4.559, 0.918], [4.542, -9.054, -1.432], [3.739, -7.752, -3.170], [2.631, -5.531, -2.665], [2.637, -6.757, 1.474], [3.917, -8.569, 0.999], [-0.653, -1.137, 0.668], [0.728, -0.991, 0.509], [1.210, 0.319, 0.495], [0.314, 1.385, 0.606], [-1.045, 1.237, 0.748], [-1.508, -0.067, 0.866], [0.884, 2.739, 0.678], [0.140, 3.738, 0.670], [2.134, 2.877, 0.719], [-1.138, -2.102, 0.670], [1.348, -1.872, 0.425], [2.279, 0.446, 0.413], [-1.672, 2.116, 0.754], [-2.529, -0.372, 1.047], [-2.610, -4.986, 3.786], [-2.164, -5.104, 2.487], [-2.957, -4.510, 1.529], [-4.048, -3.726, 1.839], [-4.452, -3.602, 3.161], [-3.764, -4.275, 4.158], [-4.779, -2.976, 0.791], [-4.152, -2.921, -0.297], [-5.830, -2.395, 1.054], [-1.978, -5.524, 4.477], [-1.247, -5.652, 2.333], [-2.753, -4.792, 0.507], [-5.327, -3.044, 3.459], [-3.970, -4.037, 5.191], [-4.662, 4.282, -4.815], [-4.747, 2.914, -4.909], [-4.423, 2.128, -3.814], [-4.033, 2.617, -2.544], [-4.044, 4.019, -2.472], [-4.402, 4.805, -3.517], [-3.631, 1.760, -1.453], [-3.186, 0.681, -1.770], [-3.784, 2.148, -0.352], [-4.814, 4.929, -5.667], [-5.020, 2.431, -5.836], [-4.599, 1.067, -3.916], [-3.777, 4.514, -1.549], [-4.309, 5.880, -3.495], [8.615, -2.133, 1.858], [8.883, -1.695, 3.157], [7.829, -1.267, 3.953], [6.547, -1.176, 3.471], [6.282, -1.637, 2.165], [7.314, -2.142, 1.404], [5.463, -0.663, 4.364], [5.696, -0.518, 5.542], [4.376, -0.352, 3.871], [9.362, -2.532, 1.188], [9.832, -1.824, 3.656], [8.028, -0.968, 4.972], [5.247, -1.592, 1.862], [7.082, -2.609, 0.458], [-2.024, -10.352, -0.916], [-1.814, -10.111, -2.263], [-1.210, -8.954, -2.736], [-1.075, -7.911, -1.806], [-1.265, -8.123, -0.402], [-1.766, -9.362, -0.004], [-0.802, -6.557, -2.343], [-0.726, -5.651, -1.547], [-0.638, -6.381, -3.512], [-2.455, -11.272, -0.551], [-1.988, -10.880, -3.000], [-1.064, -8.752, -3.787], [-1.165, -7.309, 0.300], [-1.991, -9.523, 1.040], [-9.586, 0.251, 2.114], [-9.268, -0.097, 3.433], [-7.965, -0.080, 3.896], [-6.896, 0.181, 3.004], [-7.237, 0.430, 1.628], [-8.568, 0.449, 1.228], [-5.469, 0.132, 3.369], [-4.691, 0.638, 2.542], [-5.152, -0.294, 4.490], [-10.601, 0.200, 1.748], [-10.016, -0.297, 4.186], [-7.847, -0.339, 4.938], [-6.447, 0.627, 0.919], [-8.697, 0.641, 0.173], [5.826, 2.969, 2.321], [6.408, 3.789, 3.295], [7.658, 3.433, 3.846], [8.355, 2.364, 3.317], [7.784, 1.570, 2.321], [6.519, 1.877, 1.791], [9.742, 1.976, 3.741], [10.118, 2.432, 4.832], [10.453, 1.412, 2.949], [4.882, 3.296, 1.911], [5.853, 4.597, 3.749], [8.201, 3.995, 4.591], [8.303, 0.707, 1.930], [6.029, 1.263, 1.050], [-3.782, -1.538, -4.841], [-2.649, -0.704, -4.853], [-2.021, -0.537, -6.092], [-2.552, -1.045, -7.252], [-3.729, -1.823, -7.209], [-4.329, -2.046, -5.986], [-1.884, -0.787, -8.504], [-0.906, -0.046, -8.514], [-2.383, -1.281, -9.520], [-4.192, -1.865, -3.897], [-2.173, -0.348, -3.951], [-1.079, -0.015, -6.168], [-4.156, -2.295, -8.082], [-5.202, -2.667, -5.845], [-1.182, 0.352, 5.513], [0.202, 0.515, 5.444], [0.983, -0.492, 4.826], [0.411, -1.704, 4.448], [-0.964, -1.824, 4.521], [-1.784, -0.839, 5.050], [1.243, -2.868, 4.011], [2.444, -2.679, 3.904], [0.840, -4.026, 3.778], [-1.780, 1.114, 5.990], [0.511, 1.466, 5.854], [2.057, -0.381, 4.872], [-1.477, -2.716, 4.192], [-2.819, -0.863, 5.359], [-1.450, 6.812, -2.093], [-1.541, 5.986, -0.968], [-1.844, 6.512, 0.243], [-2.132, 7.898, 0.320], [-2.183, 8.700, -0.845], [-1.905, 8.094, -2.061], [-2.470, 8.523, 1.600], [-2.113, 7.937, 2.610], [-3.129, 9.602, 1.507], [-1.192, 6.352, -3.035], [-1.141, 4.984, -1.007], [-1.716, 5.933, 1.145], [-2.303, 9.760, -0.676], [-1.824, 8.787, -2.885], [5.180, 6.415, 1.567], [6.457, 6.484, 1.014], [6.784, 5.747, -0.175], [5.780, 5.075, -0.846], [4.510, 4.970, -0.230], [4.271, 5.658, 0.983], [6.042, 4.334, -2.090], [5.197, 3.503, -2.440], [7.090, 4.572, -2.734], [4.983, 7.068, 2.404], [7.215, 7.180, 1.340], [7.748, 5.808, -0.657], [3.714, 4.419, -0.708], [3.243, 5.698, 1.310], [-5.149, -5.900, -1.543], [-4.878, -7.139, -2.153], [-5.931, -8.018, -2.329], [-7.243, -7.698, -2.018], [-7.463, -6.446, -1.471], [-6.422, -5.588, -1.155], [-8.356, -8.604, -2.261], [-8.073, -9.721, -2.578], [-9.487, -8.164, -2.189], [-4.328, -5.221, -1.373], [-3.916, -7.504, -2.484], [-5.727, -9.005, -2.718], [-8.414, -6.131, -1.067], [-6.656, -4.667, -0.643], [-6.984, -1.176, -2.320], [-7.027, 0.188, -2.536], [-7.568, 0.741, -3.677], [-8.133, -0.122, -4.645], [-7.936, -1.493, -4.515], [-7.434, -2.028, -3.324], [-8.995, 0.500, -5.713], [-9.318, 1.652, -5.609], [-9.305, -0.170, -6.701], [-6.477, -1.454, -1.407], [-6.768, 0.834, -1.710], [-7.679, 1.794, -3.894], [-8.312, -2.164, -5.273], [-7.506, -3.102, -3.233], [5.811, -5.206, -3.707], [5.078, -4.229, -4.498], [4.614, -3.098, -3.797], [4.953, -2.931, -2.440], [5.609, -3.975, -1.700], [6.042, -5.008, -2.411], [4.598, -1.611, -1.814], [4.887, -1.473, -0.644], [4.028, -0.752, -2.510], [6.028, -6.166, -4.152], [4.782, -4.418, -5.519], [3.916, -2.466, -4.326], [5.785, -3.928, -0.635], [6.614, -5.798, -1.947], [-2.035, 3.443, 4.786], [-2.517, 4.745, 5.071], [-3.332, 5.312, 4.188], [-3.737, 4.657, 3.022], [-3.355, 3.361, 2.830], [-2.501, 2.729, 3.725], [-4.669, 5.231, 2.030], [-5.169, 6.308, 2.304], [-5.024, 4.635, 1.052], [-1.467, 2.912, 5.536], [-2.213, 5.349, 5.913], [-3.671, 6.315, 4.403], [-3.752, 2.833, 1.976], [-2.175, 1.718, 3.529], [0.751, -0.742, -3.525], [1.541, -0.307, -4.552], [1.451, 1.042, -4.880], [0.810, 1.978, -4.049], [0.109, 1.488, -2.923], [0.087, 0.148, -2.704], [0.803, 3.376, -4.506], [0.019, 4.130, -3.939], [1.628, 3.741, -5.302], [0.901, -1.794, -3.332], [2.146, -1.001, -5.116], [2.074, 1.454, -5.660], [-0.424, 2.186, -2.294], [-0.469, -0.105, -1.813], [5.777, -4.713, 6.344], [5.037, -4.104, 5.321], [5.436, -4.408, 4.003], [6.463, -5.283, 3.710], [7.229, -5.859, 4.823], [6.886, -5.543, 6.144], [6.794, -5.607, 2.324], [7.910, -6.097, 2.109], [5.945, -5.392, 1.471], [5.480, -4.297, 7.295], [4.165, -3.518, 5.572], [4.867, -4.077, 3.147], [8.059, -6.462, 4.486], [7.536, -5.851, 6.950], [1.267, 8.002, 2.642], [1.601, 8.511, 3.904], [1.523, 7.769, 5.041], [1.106, 6.424, 4.877], [0.608, 5.929, 3.604], [0.783, 6.702, 2.489], [0.944, 5.556, 6.011], [0.823, 4.359, 5.853], [0.992, 6.066, 7.141], [1.400, 8.650, 1.788], [1.986, 9.519, 3.859], [1.793, 8.025, 6.055], [0.252, 4.909, 3.613], [0.432, 6.437, 1.502]],
  "atomic_forces_ev_per_a": [[-0.3, 2.6, 0.2], [0.1, -2.5, -0.3], [0.6, 0.7, 0.1], [-0.2, -1.0, -1.7], [0.7, -0.4, 1.8], [-1.0, -1.2, -0.1], [-0.4, 3.3, -0.7], [0.4, -0.8, -0.4], [0.0, -0.7, 0.7], [0.5, -0.1, 0.0], [-0.5, 0.1, 0.2], [0.0, -0.3, 0.4], [-0.2, 0.0, 0.1], [0.3, 0.2, -0.3], [1.1, -0.6, -1.3], [-0.6, -0.5, 0.8], [-0.4, 1.5, -0.2], [1.0, -1.3, -0.1], [-1.3, -0.1, 0.8], [-0.4, 0.4, 0.0], [0.7, -0.5, 0.2], [0.0, -0.2, -0.1], [-0.1, 0.0, -0.4], [-0.1, -0.4, 0.4], [0.1, 0.6, -0.2], [-0.3, 0.0, -0.1], [-0.1, 1.1, 0.1], [0.2, 0.0, -0.1], [0.3, -0.3, 0.4], [-1.0, 0.9, 0.1], [0.2, -0.8, 0.2], [1.1, 0.0, 0.2], [-0.2, -0.2, 0.2], [-0.1, -0.3, -0.5], [1.9, 2.4, -0.4], [0.5, -1.9, 0.1], [-2.6, -0.8, 0.0], [0.3, -0.4, 0.1], [0.2, 0.2, -0.1], [0.0, 0.5, 0.0], [-0.1, -0.1, 0.3], [-0.3, 0.7, -0.1], [0.2, -0.3, 0.8], [-1.1, 0.4, 0.8], [0.5, -0.6, -1.8], [-0.7, 0.1, 0.9], [-0.5, -0.1, 0.4], [1.3, 0.3, -0.7], [1.6, 0.3, -1.2], [-2.0, 0.2, 1.7], [1.2, -0.8, -0.5], [-0.2, 0.3, 0.7], [-0.1, 0.0, -0.6], [0.1, 0.6, -0.3], [0.0, 0.3, -0.3], [-0.3, -0.5, 0.1], [0.0, 0.1, 1.7], [0.3, -0.1, 0.0], [-0.1, -1.3, 1.4], [-0.9, 1.9, -3.2], [0.3, -0.7, 2.1], [0.3, 0.6, -2.9], [-0.3, -0.3, -2.7], [0.4, -1.1, -0.1], [-0.3, 1.0, 2.8], [-0.1, 0.1, 0.1], [0.0, -0.1, 0.0], [0.4, -0.2, 0.0], [0.0, -0.1, 0.2], [-0.1, 0.1, 0.6], [0.3, -0.1, 0.5], [-0.5, -0.6, -0.1], [0.3, 0.4, 0.8], [-0.1, -0.6, -1.1], [-0.9, 0.7, 1.7], [-0.6, -0.1, -0.3], [-1.0, 0.7, -0.6], [0.6, -0.3, 0.1], [1.2, -0.6, -0.2], [0.3, 0.0, 0.2], [0.3, 0.2, -0.4], [0.0, 0.0, 0.1], [0.0, -0.2, -0.4], [0.0, 0.3, -0.2], [-0.4, 0.0, -0.3], [1.0, -0.8, -0.8], [-1.1, 1.2, 1.2], [0.0, -0.9, 0.7], [-0.5, 0.2, -1.9], [0.5, 1.0, 0.5], [0.6, 0.0, 1.3], [-0.2, 0.5, 1.2], [0.0, -0.7, -1.7], [0.0, -0.2, -0.2], [-0.2, -0.2, 0.1], [0.1, -0.1, 0.0], [0.2, 0.0, -0.1], [0.1, 0.0, 0.1], [-0.3, -1.1, 0.7], [-0.1, 0.8, -0.2], [1.1, -0.3, -0.4], [-1.8, -0.2, -1.6], [0.7, -0.2, 2.0], [1.5, 0.4, -0.6], [0.5, 1.1, 0.3], [-0.8, -1.3, 1.4], [-0.4, 0.4, -1.7], [-0.1, 0.2, 0.2], [-0.3, -0.1, -0.2], [0.6, 0.1, 0.0], [0.1, -0.1, 0.0], [-0.5, 0.0, 0.0], [0.6, 0.7, -0.1], [0.7, -1.3, 0.7], [0.3, 0.4, -0.3], [-0.5, -1.4, -1.0], [-0.6, 0.1, -0.7], [0.3, 0.5, 1.2], [-0.2, 2.4, 1.2], [-0.5, -0.9, -1.1], [-0.1, -0.6, 0.0], [-0.2, -0.4, 0.0], [0.0, 0.2, -0.2], [-0.4, 0.3, 0.2], [0.2, 0.1, 0.0], [0.2, -0.1, -0.1], [1.1, 0.9, 1.3], [-0.2, -1.3, -1.1], [0.4, 0.8, 0.8], [-1.5, -1.0, 0.8], [0.4, 0.2, -0.4], [0.0, -0.3, -0.3], [0.1, 0.3, -1.8], [-0.6, -0.7, 0.2], [0.6, 0.4, 1.0], [-0.2, 0.3, 0.2], [-0.2, 0.1, 0.0], [0.0, 0.2, 0.1], [0.2, 0.3, -0.2], [-0.1, -0.1, -0.5], [0.6, -1.2, -0.2], [-1.2, -0.6, -1.0], [0.7, 0.4, 1.4], [-0.7, 0.4, -0.1], [-1.5, -1.0, -0.1], [1.2, 1.8, 1.2], [1.5, -1.9, -0.7], [-0.2, 1.2, 0.3], [-1.5, 2.2, 0.8], [-0.1, -0.2, 0.0], [1.1, -0.1, -0.2], [0.2, -0.1, -0.4], [0.4, -0.3, 0.0], [-0.3, -0.9, -0.9], [-1.1, -1.6, -0.6], [1.3, -0.1, -0.9], [-0.2, 1.8, 1.3], [-0.3, -0.4, -1.5], [0.2, -1.0, 2.1], [0.7, 1.9, 0.4], [-1.0, 1.4, -0.6], [-0.6, 1.0, -0.4], [1.7, -2.5, 1.1], [0.3, 0.0, -0.1], [-0.2, -0.2, -0.1], [-0.4, -0.1, 0.1], [-0.4, 0.0, -0.4], [-0.1, -0.4, -0.5], [3.3, 2.1, 0.9], [0.8, -0.9, -2.1], [-0.4, 1.3, 0.7], [-1.3, -0.6, 1.6], [0.8, 0.5, -0.1], [-2.9, -1.9, -2.7], [0.7, -0.6, -1.6], [1.1, 1.2, 0.4], [-2.0, -0.3, 1.5], [-0.3, -0.2, 0.2], [0.0, -0.1, 0.5], [0.2, 0.1, 0.2], [0.0, 0.0, 0.0], [-0.1, -0.3, 0.2], [1.6, -0.7, -0.5], [-1.1, 0.2, 0.4], [0.0, -1.2, -0.5], [0.8, 1.7, 0.4], [-0.8, 0.1, 1.2], [-0.4, 0.0, -0.4], [-0.3, 1.0, -0.2], [0.3, -1.6, -0.3], [0.1, 0.1, 0.2], [0.0, 0.2, 0.1], [0.3, 0.4, 0.2], [0.0, -0.1, -0.2], [-0.4, -0.3, -0.5], [0.1, 0.1, 0.0], [0.4, 0.0, -0.4], [-0.3, 0.6, 0.2], [-1.3, -0.5, -1.3], [0.8, 0.5, 1.0], [-1.1, 0.1, 0.0], [0.0, 0.3, -0.4], [0.6, -1.2, -1.7], [0.1, 0.7, 0.9], [0.5, -0.2, 1.3], [-0.4, -0.7, 0.1], [0.5, 0.2, -0.1], [0.1, 0.2, 0.5], [-0.1, 0.0, -0.1], [0.4, -0.1, 0.2], [-2.1, 1.3, -4.5], [0.5, -1.0, 2.8], [0.5, -1.0, -0.2], [0.0, -0.6, -0.1], [-1.5, 4.3, 0.3], [1.7, -2.7, 1.0], [-1.0, 0.2, -0.9], [0.0, 0.1, 0.0], [1.0, -1.6, 1.1], [0.4, 0.1, -0.2], [0.1, 0.0, 0.0], [0.3, 0.6, 0.3], [-0.1, 0.3, 0.0], [-0.1, 0.0, 0.6], [-0.4, 0.3, 1.8], [1.7, -1.7, 0.4], [-1.9, 2.3, -1.6], [0.2, -0.6, 0.1], [-0.2, -0.5, -1.0], [0.0, 0.3, -0.7], [-1.2, 1.4, 1.1], [0.6, 0.6, 0.6], [0.7, -1.5, -0.9], [0.5, 0.4, -0.1], [0.2, -0.4, 0.3], [-0.2, 0.1, -0.3], [0.1, 0.0, -0.1], [-0.1, -0.1, 0.1], [1.1, -1.1, 0.5], [-0.8, 1.2, -0.6], [1.2, 1.2, 0.4], [-0.4, -2.2, -0.7], [0.4, 2.2, -1.6], [-0.6, -0.3, 0.9], [-0.4, 0.4, 2.1], [0.0, -0.4, -0.4], [0.3, -0.1, -0.8], [-0.8, -0.2, 0.6], [0.0, 0.1, -0.1], [-0.2, -0.1, -0.3], [0.0, 0.0, 0.1], [0.0, -0.7, -0.1], [-0.5, 1.5, -0.1], [1.5, -1.8, -0.6], [-1.1, -0.2, -0.5], [0.9, -0.4, 3.4], [-1.1, 1.1, -2.0], [0.0, 0.3, -1.6], [0.9, -0.5, 0.0], [-1.4, 0.6, 0.1], [0.5, 0.0, 0.2], [0.3, -0.7, 0.6], [0.1, 0.2, -0.3], [-0.2, 0.4, 0.1], [0.2, -0.2, 0.6], [-0.2, -0.2, 0.1], [0.1, -0.3, 0.8], [0.4, 0.9, -1.7], [-0.3, -2.7, 0.7], [-1.4, 0.8, -2.7], [1.6, -0.1, 2.5], [-0.4, 1.3, -0.4], [0.6, 0.3, 2.3], [-0.2, -0.2, -0.5], [-0.1, -0.2, -1.2], [-0.1, -0.1, -0.2], [0.0, 0.2, 0.6], [0.1, 0.6, -0.1], [-0.2, 0.0, -0.3], [0.2, -0.5, 0.0]],
  "mulliken_charge": [-0.352, -0.629, -0.382, 0.023, -0.066, -0.772, 1.084, -0.115, -0.637, 0.365, 0.416, 0.463, 0.193, 0.440, -0.652, -0.961, 0.111, -0.134, -0.408, -0.810, 0.915, -0.209, -0.291, 0.423, 0.585, 0.500, 0.475, 0.545, -0.325, -0.127, -0.287, -0.423, 0.089, 0.405, 0.901, -0.199, -0.354, -0.059, -0.085, 0.710, -0.063, -0.374, -0.843, -0.207, 0.704, -0.665, -0.231, -0.827, 1.224, -0.267, -0.593, 0.286, 0.384, 0.158, 0.563, 0.402, -0.858, -1.223, -0.139, -0.277, -0.279, -1.001, 0.927, -0.308, -0.198, 0.474, 0.603, 0.842, 0.769, 0.446, -0.955, -0.740, -0.562, -0.376, 0.601, -0.404, 1.260, -0.698, -0.444, 0.492, 0.508, 0.592, 0.707, 0.149, -0.536, -0.462, -0.596, 0.031, -0.290, -0.589, 0.878, -0.165, -0.661, 0.429, 0.418, 0.497, 0.613, 0.429, -0.538, -0.507, -0.538, -0.525, 0.208, -0.607, 0.954, -0.107, -0.567, 0.407, 0.386, 0.448, 0.607, 0.444, -0.401, -0.599, -0.603, -0.445, -0.183, -0.884, 1.083, -0.640, -0.570, 0.492, 0.528, 0.494, 0.829, 0.819, -0.520, 0.205, 0.070, -0.521, -0.526, -0.674, 1.028, -0.601, -0.618, 0.600, 0.046, 0.539, 0.473, 0.478, -0.464, -1.407, 0.285, -0.699, 0.455, -0.841, 0.864, -0.215, -0.612, 0.996, 0.606, 0.508, 0.234, 0.407, -0.767, 0.157, 0.589, -0.509, -0.779, -0.882, 1.020, -0.510, -0.658, 0.651, -0.005, 0.860, 0.506, 0.477, -0.341, -0.735, -0.564, -0.807, 0.614, -0.683, 1.131, -0.560, -0.635, 0.579, 0.445, 0.557, 0.789, 0.229, -0.016, -0.685, -0.303, -0.474, -0.387, -0.494, 0.969, -0.596, -0.588, 0.596, 0.408, 0.475, 0.427, 0.650, -0.496, -0.060, -0.536, -0.439, -0.465, -0.563, 0.962, -0.582, -0.596, 0.735, 0.410, 0.611, 0.570, 0.477, -0.358, -0.891, -0.339, 0.276, 0.238, -1.043, 0.835, -0.337, -0.513, 0.465, 0.419, 0.342, 0.416, 0.455, -0.406, -1.045, -0.414, -0.144, -0.174, 0.968, 1.330, -0.717, -0.609, 0.093, 0.556, 0.400, -0.026, 0.171, -0.638, -0.214, -0.979, -0.841, 0.463, 0.237, 1.104, -0.485, -0.654, 0.368, 0.460, 0.637, 0.595, -0.098, -0.471, -0.834, 0.838, -0.731, -0.469, -0.842, 0.966, -0.638, -0.295, 0.360, 0.574, 0.645, 0.483, 0.394, -0.798, -0.687, -0.830, -0.678, 0.464, 0.091, 1.089, -0.540, -0.655, 0.535, 0.416, 0.539, 0.726, 0.261],
  "orbital_gap_ev": 8.040,
  "e_lumo_ev": -1.313,
  "de_lowest_kcal_mol": 75.0
}